C16H24N2O4 | ωB97M-V with the def2-TZVPD basis set

The geometry in XYZ format:
```
46
Properties=species:S:1:pos:R:3:forces:R:3:mulliken_charge:R:1
C -2.114 -2.103 -1.620 0.3 -0.3 0.2 -1.0069
C -1.275 -3.370 -1.466 -0.2 0.1 -0.2 -0.4093
O -0.092 -3.192 -0.718 0.3 0.0 0.2 -0.3583
C -0.293 -2.935 0.655 0.2 0.0 0.2 0.0611
C 1.080 -2.922 1.330 -0.5 -0.1 0.0 -0.9577
N 1.927 -1.909 0.743 0.0 -0.2 -0.2 -0.1477
C 1.984 -0.656 1.237 0.3 -0.2 -0.2 0.3869
O 1.475 -0.338 2.301 -0.1 0.0 0.3 -0.7641
C 2.800 0.278 0.400 0.1 0.3 0.0 0.1341
C 4.131 -0.057 0.164 0.0 0.0 0.0 -0.3862
C 4.945 0.766 -0.592 0.0 0.0 0.0 -0.6208
C 4.426 1.923 -1.149 0.0 0.0 0.0 -0.5938
C 3.101 2.251 -0.941 -0.1 0.0 0.1 -0.6636
C 2.280 1.452 -0.149 0.2 -0.2 -0.2 0.3804
C 0.844 1.873 -0.031 0.1 0.1 0.3 0.5364
O 0.211 2.218 -1.015 -0.1 0.1 -0.2 -0.6624
N 0.350 1.919 1.222 -0.1 -0.1 0.3 -0.1089
H 0.834 1.415 1.958 0.1 0.1 -0.2 0.4084
C -1.047 2.221 1.432 -0.4 0.0 -0.3 -0.7498
C -1.927 0.985 1.163 0.2 0.1 0.0 -0.0440
O -3.304 1.278 1.163 0.0 0.2 0.2 -0.4768
C -3.899 1.431 -0.111 -0.2 0.1 -0.2 -0.0221
C -3.413 2.631 -0.918 0.0 -0.3 0.3 -1.0054
H -3.534 3.545 -0.342 0.0 0.1 0.0 0.2665
H -4.006 2.710 -1.826 -0.1 0.0 -0.1 0.4341
H -2.368 2.520 -1.200 0.1 0.0 0.0 0.1665
H -3.749 0.513 -0.701 -0.1 0.0 0.1 0.0568
H -4.966 1.533 0.107 0.1 -0.1 -0.1 0.3675
H -1.626 0.544 0.204 0.0 0.0 0.0 0.0958
H -1.757 0.249 1.958 0.1 0.0 -0.1 0.2728
H -1.322 3.020 0.742 0.0 0.0 0.2 0.3391
H -1.190 2.565 2.457 0.0 0.0 -0.1 0.3031
H 2.674 3.136 -1.389 0.0 0.1 -0.1 0.4696
H 5.053 2.564 -1.752 0.0 0.1 0.0 0.3995
H 5.979 0.499 -0.753 0.1 0.0 0.0 0.4076
H 4.528 -0.966 0.593 0.0 -0.1 0.0 0.5007
H 2.210 -2.072 -0.211 0.0 0.2 0.0 0.3206
H 1.562 -3.894 1.208 -0.1 0.0 0.1 0.3477
H 0.966 -2.688 2.390 0.0 -0.1 -0.1 0.4122
H -0.926 -3.715 1.104 0.0 0.1 0.0 0.4017
H -0.775 -1.960 0.806 0.0 -0.1 0.0 -0.1053
H -1.884 -4.169 -1.015 0.1 0.0 -0.1 0.3316
H -0.927 -3.706 -2.447 -0.1 0.0 0.1 0.2962
H -2.894 -2.275 -2.356 -0.1 0.0 -0.1 0.4722
H -1.487 -1.280 -1.957 0.0 0.1 0.0 0.2506
H -2.585 -1.829 -0.678 -0.1 0.1 0.0 0.2635
```
Forces are in eV/Å.

Properties
Strongest force on any atom: 0.470 eV/A
Structure (SMILES): CCOCCNC(=O)c1ccccc1C(=O)NCCOCC
Relative energy (zero: lowest compared OMol25 entry of this formula, charge and spin): 34.20 kcal per mole
Net charge: 0
Energy: -1034.5741 Eh
Lowest unoccupied orbital energy: 0.77 eV
HOMO-LUMO gap: 9.86 eV



C16H24N3O7OsS2 | ωB97M-V with the def2-TZVPD basis set

The geometry in XYZ format:
```
53
Properties=species:S:1:pos:R:3:forces:R:3:mulliken_spin:R:1
Os 0.782 -0.034 -2.364 -0.1 0.4 0.3 2.4634
C 4.511 -0.788 -2.573 0.0 0.0 0.0 0.0072
C 3.175 -0.699 -3.216 0.0 -0.2 0.0 0.1916
C 2.788 0.422 -3.968 0.0 0.1 0.0 0.1092
C 1.527 0.482 -4.589 -0.2 0.1 -0.1 0.0145
C 0.626 -0.606 -4.556 0.0 -0.1 -0.1 -0.0060
C 0.969 -1.741 -3.769 0.1 0.0 -0.1 0.0528
C 2.195 -1.723 -3.055 0.0 -0.1 0.0 -0.1070
H 5.237 -1.054 -3.350 0.0 0.0 0.0 0.0141
H 4.552 -1.557 -1.805 0.0 0.0 0.0 0.0018
H 4.821 0.173 -2.161 0.0 0.0 0.0 0.0026
H 3.450 1.277 -4.041 0.0 0.0 0.0 0.0042
H 1.238 1.388 -5.110 0.0 0.0 0.0 0.0100
H -0.321 -0.552 -5.079 0.0 0.0 -0.1 0.0007
H 0.306 -2.593 -3.700 0.0 0.0 0.0 0.0096
H 2.413 -2.546 -2.383 0.0 -0.1 -0.1 -0.0056
C 0.792 3.857 -0.269 0.0 -0.1 0.0 0.0054
S 0.976 2.171 -0.680 0.0 0.0 -0.1 0.0156
O 0.702 1.423 0.634 -0.1 0.1 0.0 0.0333
O 2.252 1.761 -1.235 0.1 0.1 0.2 0.0675
O -0.078 1.733 -1.676 0.1 0.0 0.0 0.0059
H 1.090 3.963 0.775 0.0 0.0 0.0 0.0005
H -0.255 4.122 -0.421 0.0 0.0 0.1 0.0027
H 1.449 4.419 -0.934 0.0 0.0 0.0 0.0017
C -3.288 2.482 4.212 0.1 -0.1 -0.1 -0.0001
C -3.690 1.126 3.633 -0.2 0.1 0.2 0.0037
S -2.338 0.373 2.797 -0.2 0.1 -0.5 0.0067
O -2.094 1.029 1.523 0.0 0.0 0.0 0.0080
O -1.196 0.215 3.665 0.2 0.0 0.3 0.0337
C -2.864 -1.288 2.361 0.0 -0.1 0.0 -0.0022
C -1.632 -2.166 2.143 0.0 -0.1 -0.1 0.0060
N -0.589 -1.520 1.291 0.0 0.1 0.2 0.0463
C -0.579 -1.468 -0.033 -0.1 0.1 -0.2 0.0722
N 0.429 -0.689 -0.506 -0.1 -0.1 0.3 0.1375
C 1.057 -0.041 0.631 0.1 0.1 0.1 0.1950
C 0.416 -0.698 1.780 0.2 -0.4 -0.1 0.4506
N 1.183 -0.965 2.979 -0.1 0.2 0.1 -0.0262
O 1.978 -0.085 3.239 -0.1 -0.2 -0.1 0.0672
O 0.984 -2.000 3.570 0.0 0.2 -0.2 0.0409
C -1.562 -2.160 -0.889 0.0 -0.1 0.1 0.0382
H -4.152 2.901 4.721 0.0 0.0 0.0 0.0000
H -2.982 3.167 3.423 0.0 0.0 0.0 0.0000
H -2.475 2.369 4.928 0.0 0.0 0.0 0.0000
H -4.494 1.216 2.900 0.0 -0.1 0.0 0.0000
H -4.000 0.434 4.419 0.1 0.0 0.0 -0.0004
H -3.505 -1.204 1.484 0.0 0.0 0.0 -0.0017
H -3.436 -1.745 3.169 0.0 0.1 0.0 0.0001
H -1.910 -3.106 1.669 0.0 0.0 0.0 -0.0047
H -1.127 -2.387 3.076 -0.1 0.0 0.1 0.0002
H 2.145 -0.068 0.640 0.0 0.0 0.0 0.0154
H -1.483 -3.243 -0.763 0.0 0.0 0.0 0.0094
H -1.419 -1.914 -1.939 0.0 0.0 0.0 -0.0048
H -2.573 -1.862 -0.600 0.0 0.0 0.0 0.0132
```
Forces are in eV/Å.

Properties
Strongest force on any atom: 0.512 eV/A
Net charge: +3
Energy: -2200.7899 Eh
Lowest unoccupied orbital energy (spin up / spin down): -10.89 / -12.85 eV
⟨S²⟩: 6.0267
HOMO-LUMO gap (spin up / spin down): 7.33 / 5.78 eV
Spin multiplicity: 5



C16H24N9O5 | ωB97M-V with the def2-TZVPD basis set

The geometry in XYZ format:
```
54
Properties=species:S:1:pos:R:3:forces:R:3:mulliken_charge:R:1
O -0.639 5.659 0.745 0.5 -0.1 -0.4 -0.7201
O 4.388 -3.619 -0.552 0.2 0.0 -0.1 -0.6626
O 0.222 0.785 2.343 -0.6 -0.2 1.0 -0.7198
O 3.637 -3.434 -5.260 -0.1 0.1 0.6 -0.6526
N -3.327 5.970 3.672 0.7 -0.9 0.0 -0.5874
O -0.756 0.107 4.273 0.0 1.2 -0.8 -0.4258
C -1.403 5.735 1.697 1.5 -2.5 -0.8 0.2081
C 3.441 -3.970 -1.234 0.2 -0.2 1.9 0.7143
C -0.592 0.974 3.244 0.5 0.4 -1.3 0.2145
C 2.595 -3.913 -4.837 1.2 0.8 -0.1 0.0795
C -3.056 6.930 2.845 -0.3 -0.3 0.9 0.2641
C 1.515 -1.002 -1.090 -0.5 -0.5 -0.4 -0.6216
C -2.603 4.806 3.555 0.5 -0.2 -0.4 0.2602
C -1.622 4.610 2.603 -1.2 1.0 0.6 0.2465
C 0.906 -1.873 -1.954 1.1 0.2 -0.5 0.2726
C -0.351 -1.727 -0.137 0.4 0.5 0.1 -0.3028
N -3.814 8.035 2.994 -0.2 1.2 -0.4 -0.4568
N -2.086 6.898 1.888 -1.6 0.2 1.2 -0.0966
N 0.713 -0.914 0.036 -0.6 -0.9 -0.8 0.2063
N 1.822 -4.644 -5.645 -1.1 -0.7 -0.3 -0.1376
N -2.935 3.804 4.442 0.2 -0.4 -0.1 -0.2494
N -0.919 3.386 2.517 0.8 -0.9 0.1 -0.3717
N 3.330 -3.553 -2.497 -0.8 0.1 -2.2 -0.1015
N -0.252 -2.324 -1.344 0.6 0.9 0.8 0.0846
C 2.379 -4.866 -0.627 0.4 -0.1 -0.3 -1.0005
C 0.549 -5.298 -5.335 0.4 0.1 0.1 -0.7930
C -2.063 2.611 4.554 -0.3 0.7 0.1 -0.7047
C -1.537 2.194 3.157 0.0 1.2 0.4 0.4419
C 1.409 -2.275 -3.325 -0.6 0.0 0.0 -0.8428
C 2.158 -3.622 -3.387 0.5 -0.1 0.7 0.0810
H -0.027 -0.531 4.228 0.0 -0.1 0.0 0.3852
H 2.447 -0.473 -1.264 -0.3 0.0 0.4 0.4418
H -1.170 -1.843 0.567 0.3 0.0 -0.3 0.4386
H -3.369 8.918 2.781 -0.3 -0.1 0.2 0.2298
H -4.384 7.985 3.834 0.2 0.3 -0.3 0.2804
H -2.107 7.556 1.124 0.3 0.0 0.0 0.2755
H 0.862 -0.286 0.835 -0.3 -0.2 0.1 0.2769
H 2.199 -4.768 -6.575 0.0 0.1 0.1 0.3041
H -3.435 4.134 5.264 0.2 -0.3 -0.3 0.2989
H -0.302 3.259 1.708 -0.7 0.1 0.5 0.2643
H 4.148 -3.082 -2.862 -0.1 0.0 -0.1 0.2524
H -0.934 -2.949 -1.759 0.1 0.1 0.2 0.2536
H 1.438 -4.335 -0.556 -0.3 0.0 0.0 0.2065
H 2.704 -5.157 0.372 0.0 0.1 -0.2 0.3127
H 2.271 -5.763 -1.234 -0.3 -0.1 0.0 0.3387
H 0.174 -5.807 -6.226 0.1 0.2 0.1 0.3384
H 0.687 -6.045 -4.551 -0.1 0.0 0.0 0.2981
H -0.196 -4.564 -5.024 -0.1 -0.1 0.0 0.2105
H -2.629 1.786 4.999 0.0 0.2 -0.1 0.3761
H -1.215 2.835 5.211 0.1 -0.2 -0.1 0.2875
H -2.401 1.889 2.561 -0.2 -0.4 0.0 0.1378
H 0.559 -2.315 -4.008 -0.1 0.1 -0.1 0.3174
H 2.074 -1.490 -3.696 0.0 -0.1 0.1 0.3783
H 1.496 -4.423 -3.066 0.0 -0.1 0.3 0.4701
```
Forces are in eV/Å.

Properties
Strongest force on any atom: 3.010 eV/A
Relative energy (zero: lowest compared OMol25 entry of this formula, charge and spin): 6.49 kcal per mole
Net charge: +1
Energy: -1492.9912 Eh
Lowest unoccupied orbital energy: -2.95 eV
HOMO-LUMO gap: 6.03 eV



C16H24NO5PS3Y | ωB97M-V with the def2-TZVPD basis set

The geometry in XYZ format:
```
51
Properties=species:S:1:pos:R:3:forces:R:3:mulliken_charge:R:1
Y 0.028 -0.066 0.341 -0.1 -0.1 0.5 1.4977
O 3.151 -2.596 1.904 0.1 -0.5 0.8 -0.6244
C 2.477 -1.818 1.291 -0.8 0.0 0.5 0.2241
O 1.296 -1.315 1.587 0.3 -0.5 0.4 -0.7150
C 2.959 -1.339 -0.010 1.3 0.0 -1.3 0.5225
C 4.125 -1.725 -0.673 -0.3 0.3 -0.4 -0.8209
C 4.387 -1.182 -1.926 -0.4 1.3 -0.6 -0.3208
C 3.526 -0.184 -2.511 0.8 -2.5 1.7 -0.8295
C 2.390 0.034 -1.771 0.8 0.9 -0.7 0.7005
N 2.158 -0.484 -0.579 -1.1 0.5 -0.5 0.0544
C 1.412 1.058 -2.223 -0.4 0.4 0.2 0.1857
O 1.658 1.715 -3.205 -0.4 0.2 -0.2 -0.6762
O 0.377 1.162 -1.425 -0.2 0.1 -0.3 -0.5719
H 4.794 -2.432 -0.230 0.2 -0.3 0.2 0.5599
H 5.289 -1.471 -2.449 0.0 0.0 0.0 0.4516
H 3.676 0.311 -3.449 0.2 0.1 -0.2 0.5863
C -1.760 -3.269 -1.777 1.8 -0.8 -0.4 -0.7758
C -1.469 -3.753 -0.378 -0.2 -0.6 0.9 -0.7818
S -1.707 -2.563 0.976 0.4 0.4 -0.1 0.0066
C -3.385 -1.993 0.777 -0.9 0.5 -0.1 -0.9237
C -3.825 -1.098 -0.406 0.0 0.8 1.7 -0.5805
S -2.785 0.379 -0.556 -0.1 0.1 0.8 -0.0724
C -2.536 0.502 -2.300 0.6 -0.1 -1.1 -0.5613
C -1.829 -0.707 -3.000 -0.6 0.2 -0.9 -1.0931
S -0.703 -1.794 -2.124 -0.1 -0.2 0.3 0.1827
H -2.776 -3.042 -1.943 -1.0 0.2 -0.2 0.4562
H -1.458 -4.095 -2.479 -0.3 0.9 0.5 0.4313
H -0.401 -3.953 -0.286 0.0 -0.2 0.0 0.3870
H -2.007 -4.697 -0.099 0.4 0.8 -0.4 0.4814
H -3.620 -1.464 1.713 0.2 -0.1 -0.2 0.4413
H -4.015 -2.863 0.791 -0.5 -0.5 0.0 0.5027
H -4.865 -0.764 -0.246 0.4 -0.2 0.1 0.4795
H -3.817 -1.567 -1.337 0.1 -0.9 -1.3 0.2513
H -1.845 1.346 -2.402 -0.4 0.1 0.0 0.2790
H -3.506 0.739 -2.794 0.8 -0.2 0.2 0.4940
H -1.268 -0.388 -3.898 -0.3 0.3 0.6 0.5085
H -2.585 -1.372 -3.408 -0.2 -0.1 -0.1 0.6517
C -0.675 3.291 3.927 -1.0 0.1 0.5 -1.2298
P 0.429 2.887 2.623 -0.2 -0.8 -1.3 0.9529
C 0.538 4.334 1.556 1.3 -1.4 0.2 -1.1136
C 2.020 2.687 3.372 0.7 -0.5 0.0 -1.1754
O 0.009 1.655 1.790 0.1 0.5 0.5 -0.7396
H -0.328 4.198 4.414 0.1 0.1 0.1 0.3860
H -0.773 2.506 4.678 0.1 0.0 -0.1 0.3690
H -1.666 3.513 3.520 0.1 -0.1 0.0 0.3553
H 1.070 5.103 2.102 -0.2 0.4 -0.1 0.4118
H -0.412 4.589 1.155 -0.8 0.5 -0.1 0.3760
H 1.163 3.977 0.727 0.0 0.3 0.0 0.3092
H 2.314 3.626 3.807 0.2 0.6 0.0 0.4474
H 2.758 2.386 2.607 -0.3 0.1 0.5 0.2998
H 2.013 1.996 4.222 -0.1 -0.2 -0.4 0.3625
```
Forces are in eV/Å.

Properties
Strongest force on any atom: 3.105 eV/A
Net charge: +1
Energy: -2629.3727 Eh
Lowest unoccupied orbital energy: -2.43 eV
HOMO-LUMO gap: 9.73 eV